No. 1
Density functional theory data (the ωB97M-V functional and the def2-TZVPD basis) for 12 unconnected molecules or ions with the total composition C12H48N24O12.

XYZ file:
```
96
Properties=species:S:1:pos:R:3:lowdin_charge:R:1
N -7.923 0.727 0.255 0.16
C -6.845 0.959 0.983 -0.84
N -7.065 0.796 2.243 0.16
O -5.772 1.141 0.565 0.08
H -7.899 0.920 -0.736 0.12
H -8.805 0.315 0.524 0.11
H -7.992 0.570 2.575 0.11
H -6.435 0.865 3.029 0.12
N 5.664 -5.766 -0.874 0.14
C 5.569 -6.488 -1.991 -0.77
N 6.447 -7.439 -2.153 0.17
O 4.643 -6.135 -2.691 0.02
H 6.365 -6.015 -0.190 0.09
H 4.986 -5.045 -0.675 0.12
H 7.000 -7.689 -1.346 0.11
H 6.428 -8.014 -2.983 0.12
N 0.110 0.518 -0.488 0.17
C 0.394 -0.628 0.000 -0.84
N -0.620 -1.291 0.395 0.17
O 1.488 -1.147 -0.011 0.04
H 0.895 1.112 -0.712 0.12
H -0.771 0.988 -0.639 0.12
H -1.483 -0.778 0.290 0.10
H -0.695 -1.945 1.161 0.13
N 1.258 8.247 3.507 0.14
C 2.372 7.782 3.025 -0.73
N 2.162 6.449 2.854 0.13
O 3.505 8.273 3.081 0.03
H 1.417 9.061 4.082 0.12
H 0.404 7.712 3.431 0.11
H 1.252 6.020 2.943 0.09
H 2.888 6.087 2.253 0.11
N 1.838 5.704 -5.464 0.14
C 1.708 6.133 -4.202 -0.77
N 0.807 7.084 -4.237 0.15
O 2.125 5.584 -3.224 0.05
H 1.216 6.096 -6.157 0.10
H 2.617 5.098 -5.680 0.12
H 0.541 7.349 -5.174 0.10
H 0.338 7.439 -3.416 0.12
N -5.246 -6.431 3.641 0.17
C -4.234 -5.696 3.899 -0.79
N -4.543 -4.935 4.900 0.13
O -3.031 -5.820 3.674 0.02
H -6.106 -5.934 3.824 0.12
H -5.145 -7.235 3.037 0.13
H -3.819 -4.403 5.361 0.12
H -5.391 -5.103 5.422 0.11
N 7.237 6.626 -1.699 0.16
C 7.813 5.851 -0.856 -0.84
N 7.273 4.671 -0.794 0.17
O 8.787 6.252 -0.263 0.04
H 6.342 6.393 -2.104 0.11
H 7.763 7.488 -1.734 0.13
H 6.457 4.428 -1.338 0.11
H 7.853 4.048 -0.250 0.12
N 9.073 -1.825 1.800 0.16
C 9.962 -1.153 2.501 -0.81
N 10.929 -1.809 2.902 0.17
O 9.663 -0.063 3.020 0.00
H 8.261 -1.406 1.372 0.12
H 9.403 -2.710 1.440 0.10
H 10.919 -2.819 2.892 0.13
H 11.400 -1.240 3.591 0.14
N -4.756 5.145 -4.188 0.15
C -4.468 4.321 -5.150 -0.79
N -3.696 3.305 -4.731 0.14
O -5.098 4.254 -6.155 0.06
H -4.399 5.145 -3.244 0.11
H -5.480 5.824 -4.377 0.12
H -3.390 2.589 -5.374 0.11
H -3.063 3.329 -3.944 0.09
N -1.346 -8.829 -2.772 0.16
C -1.589 -8.437 -1.575 -0.80
N -0.762 -7.546 -1.233 0.17
O -2.548 -8.831 -0.855 -0.03
H -0.575 -8.464 -3.314 0.12
H -2.092 -9.391 -3.156 0.12
H -0.063 -7.209 -1.880 0.12
H -0.832 -7.129 -0.316 0.13
N -5.281 -4.783 -2.897 0.17
C -6.443 -4.818 -3.371 -0.82
N -6.909 -6.040 -3.445 0.16
O -7.028 -3.814 -3.762 0.02
H -4.854 -5.660 -2.636 0.12
H -4.930 -3.898 -2.561 0.13
H -7.889 -6.234 -3.591 0.12
H -6.307 -6.789 -3.134 0.10
N -2.463 3.048 5.174 0.14
C -2.338 3.024 6.467 -0.82
N -3.273 3.786 6.948 0.15
O -1.569 2.404 7.144 0.07
H -2.021 2.344 4.600 0.12
H -2.842 3.832 4.663 0.11
H -4.055 3.909 6.321 0.11
H -3.394 3.788 7.951 0.12
```

As for the SMILES: NC(N)=O.NC(N)=O.NC(N)=O.NC(N)=O.NC(N)=O.NC(N)=O.NC(N)=O.NC(N)=O.NC(N)=O.NC(N)=O.NC(N)=O.NC(N)=O. The calculation puts the total energy at -2703.1946 Ha. The total charge is 0. For the LUMO energy, the calculation gives -0.26 eV. The energy above the lowest of the compared OMol25 structures with the same formula, charge and spin comes out at 12.692 eV. The HOMO energy is -9.28 eV.

No. 2
Density functional theory data (the ωB97M-V functional and the def2-TZVPD basis) for a molecular structure, C12H4Br4O2S2Se2TcTe2.

XYZ file:
```
29
Properties=species:S:1:pos:R:3:mulliken_spin:R:1
Tc -1.079 -1.081 0.043 0.88
Br 5.043 -0.901 3.626 0.00
C 3.201 -0.944 3.181 0.01
C 2.235 -0.911 4.171 -0.01
Br 2.721 -0.822 6.001 0.00
C 0.873 -0.942 3.820 0.02
Br -0.516 -0.894 5.099 0.00
C 0.489 -1.003 2.491 -0.02
O -0.739 -1.031 2.058 0.05
C 1.483 -1.043 1.466 0.00
O 1.028 -1.115 0.261 0.01
C 2.826 -1.011 1.830 0.01
Br 4.072 -1.061 0.412 0.00
S -0.788 -0.917 -2.217 -0.04
C -0.809 0.796 -2.617 0.00
C -0.684 1.177 -3.956 -0.01
C -0.692 2.508 -4.331 0.00
C -0.824 3.489 -3.346 0.00
C -0.945 3.124 -2.020 0.00
C -0.940 1.777 -1.623 0.00
S -1.080 1.350 0.055 0.02
H -0.579 0.401 -4.706 0.00
H -0.597 2.781 -5.375 0.00
H -0.829 4.538 -3.619 0.00
H -1.046 3.883 -1.253 0.00
Se -3.377 -0.836 0.484 -0.06
Te -4.670 -3.021 0.764 -0.01
Te -2.988 -4.773 -0.418 0.00
Se -0.790 -3.515 -0.284 0.13
```

The calculation puts the total energy at -17122.5251 Ha. Its multiplicity is 2. The total charge is -2. For the LUMO energy (spin up / spin down), the calculation gives 3.97 / 3.98 eV. The energy above the lowest of the compared OMol25 structures with the same formula, charge and spin comes out at 0.000 eV. The HOMO energy (spin up / spin down) is -1.37 / -1.39 eV.

No. 3
Density functional theory data (the ωB97M-V functional and the def2-TZVPD basis) for a molecular structure, C12H4Cl5N2O4Pt.

XYZ file:
```
28
Properties=species:S:1:pos:R:3:nbo_charge:R:1
Pt -0.079 -0.474 -0.267 0.70
O -1.744 2.567 -2.393 -0.64
C -1.379 1.719 -1.598 0.74
O -0.307 1.013 -1.667 -0.69
C -2.237 1.480 -0.361 0.12
C -3.248 2.352 0.001 -0.21
C -3.875 2.174 1.219 -0.17
C -3.451 1.148 2.051 -0.25
C -2.441 0.309 1.621 0.04
N -1.876 0.451 0.415 -0.47
H -3.494 3.157 -0.677 0.25
H -4.667 2.841 1.534 0.22
H -3.887 1.003 3.030 0.22
H -2.040 -0.477 2.235 0.22
O 2.015 -1.614 1.758 -0.76
N -2.083 -2.862 0.671 0.24
O -2.510 -2.374 -0.253 -0.16
Cl 1.731 -0.650 -3.224 -0.01
C 2.587 -0.808 -1.713 -0.06
C 1.863 -0.998 -0.543 -0.36
C 2.582 -1.341 0.655 0.42
Cl -0.274 -2.222 1.157 0.07
C 4.009 -1.301 0.576 -0.20
Cl 4.882 -1.607 2.047 -0.02
C 4.690 -1.051 -0.601 -0.06
Cl 6.425 -1.025 -0.620 0.00
C 3.984 -0.826 -1.778 -0.17
Cl 4.827 -0.585 -3.276 -0.01
```

The calculation puts the total energy at -3290.4454 Ha. The total charge is -1. For the LUMO energy, the calculation gives 1.35 eV. The energy above the lowest of the compared OMol25 structures with the same formula, charge and spin comes out at 0.673 eV. The HOMO energy is -3.84 eV.